This record from OMol25 describes C26H50FIN6O13PS3 as an isolated structure. The level of theory is ωB97M-V with the def2-TZVPD basis set.

Geometry (Å):
I1 -2.1057 1.4442 2.3686
S1 3.7038 4.7224 -5.7494
S2 2.8440 3.6886 -0.5194
S3 -3.5032 -4.3241 5.8858
P1 -1.3990 2.3655 -1.6109
F1 -3.0595 -2.2446 -2.0492
O1 1.4439 -0.3911 -3.6963
O2 0.6695 -0.2904 0.4395
O3 4.5852 4.7130 -6.8580
O4 -2.2078 3.5139 -0.6935
O5 -4.2483 -5.4079 6.8101
O6 3.4574 -3.2915 -3.0312
O7 0.3739 4.8972 0.1464
O8 -3.3324 -5.2464 4.5730
O9 -2.2192 -4.0710 6.4329
O10 2.7915 3.6597 -5.4917
O11 4.5516 4.9845 -4.4066
O12 -4.4217 -3.2844 5.5759
O13 2.8834 6.1048 -5.7573
N1 -1.5803 -0.6232 -1.3328
N2 -0.7421 1.2455 -0.4110
N3 0.3238 6.6073 -1.1887
N4 1.4586 5.9137 -1.3513
N5 -0.1144 3.2425 -2.3614
N6 -2.3568 -0.0053 0.8997
C1 2.1306 -3.4913 -2.5424
C2 1.5395 4.8761 -0.5763
C3 4.3779 6.3419 -3.9790
C4 1.7565 -2.4132 -1.4611
C5 -0.3326 5.9452 -0.2468
C6 0.4222 0.4117 -0.8077
C7 2.1393 2.1082 0.0788
C8 1.4631 -0.3235 4.2765
C9 -3.6897 -6.5994 4.8822
C10 1.7780 1.1024 -1.0989
C11 1.8529 0.7036 -4.5151
C12 -2.7063 -0.8638 -2.1903
C13 1.9469 -1.7221 3.8023
C14 -1.6856 0.1575 -0.1787
C15 0.0911 -0.2956 -3.3267
C16 3.0013 6.7332 -4.4714
C17 -1.6862 -2.7765 2.4244
C18 -2.9969 -1.8940 2.4371
C19 2.6038 0.5276 4.9355
C20 -0.1793 -0.6425 -1.8410
C21 0.2195 -2.1520 -1.5650
C22 -4.7128 -6.4890 5.9941
C23 -3.2343 -1.1819 1.0665
C24 -0.5685 -1.9149 3.1044
C25 0.7889 -2.6615 3.2400
C26 -4.0153 -0.0867 -1.8411
H1 1.8222 1.6536 -2.0520
H2 -3.8359 -2.6097 2.5696
H3 0.6414 -0.3754 5.0155
H4 -1.4317 -2.9765 1.3615
H5 2.0759 -2.7925 -0.4673
H6 -4.3047 -0.9188 1.0156
H7 2.9066 1.6190 0.7124
H8 2.2201 6.3307 -3.8222
H9 -4.6229 -0.0584 -2.7704
H10 2.6281 0.3930 -1.1253
H11 -3.0327 -1.2035 3.2983
H12 1.4424 -3.2895 -3.3995
H13 1.1552 0.2348 3.3630
H14 1.0171 1.2150 -5.0389
H15 3.4814 -3.7501 -3.8835
H16 2.1341 1.4055 5.4252
H17 0.3793 2.7067 -3.0749
H18 0.6550 -3.5263 3.9195
H19 2.4086 1.4838 -3.9557
H20 1.5950 -0.5823 0.4564
H21 -4.6409 -0.6342 -1.1129
H22 -0.9853 -1.5898 4.0790
H23 -4.7936 -7.4026 6.5779
H24 2.8795 7.8101 -4.5579
H25 1.2838 2.3087 0.7471
H26 2.7399 -1.5794 3.0370
H27 -4.0881 -7.0984 4.0015
H28 1.1030 -3.0251 2.2402
H29 2.5311 0.3281 -5.3030
H30 -0.4694 -1.0472 -3.9383
H31 -0.3851 0.6786 -3.5917
H32 4.4642 6.4148 -2.8971
H33 1.9205 -4.5277 -2.2072
H34 -1.3194 6.2597 0.0937
H35 2.3941 -1.5472 -1.7059
H36 -0.3051 -2.8441 -2.2496
H37 -2.9978 -1.9321 0.2905
H38 -2.7913 -7.1210 5.2194
H39 -1.8306 -3.7425 2.9415
H40 -0.2013 -2.3587 -0.5576
H41 5.1561 6.9487 -4.4473
H42 -5.6969 -6.2199 5.6030
H43 -0.5737 3.9983 -2.8801
H44 -2.5378 -0.7173 -3.2673
H45 2.4110 -2.2760 4.6443
H46 -0.4013 -1.0439 2.4369
H47 -3.8414 0.9649 -1.5604
H48 3.0930 -0.0700 5.7280
H49 3.3125 0.8988 4.1731
H50 -2.8646 3.8843 -1.3072

net charge: +1
orbital gap: 7.085 eV
molar mass: 927.79 g/mol

Atom charges from the Löwdin analysis, given in e for atoms 1 to 5: I 1.1443; S 0.6112; S 0.9987; S 0.6011; P 0.9101